Record 1
{
  "formula": "C3H8N3O",
  "method": "ωB97M-V/def2-TZVPD",
  "e_tot_ev": -9749.401,
  "homo_lumo_gap_ev": 9.616,
  "charge": 1,
  "spin_multiplicity": 1,
  "e_homo_ev": -13.48,
  "symbols": ["C", "C", "C", "N", "N", "N", "O", "H", "H", "H", "H", "H", "H", "H", "H"],
  "positions_angstrom": [[0.166, 1.072, -0.793], [0.253, -0.848, -0.938], [0.529, 0.959, 0.664], [-0.824, -1.581, -1.322], [-0.265, 1.642, 1.479], [0.281, -0.717, 0.637], [-0.246, 1.902, -1.496], [1.146, -1.265, -1.370], [1.549, 1.095, 0.902], [-0.635, -2.179, -2.121], [-1.531, -0.985, -1.603], [-1.240, 1.509, 1.615], [0.152, 1.892, 2.351], [-0.480, -1.211, 1.209], [1.147, -1.285, 0.787]],
  "mulliken_charge": [0.268, -0.209, 0.120, -0.544, -0.448, -0.402, -0.329, 0.419, 0.409, 0.289, 0.232, 0.226, 0.258, 0.340, 0.371]
}



Record 2
{
  "formula": "C4H8N2O2S",
  "method": "ωB97M-V/def2-TZVPD",
  "e_tot_ev": -22185.895,
  "homo_lumo_gap_ev": [7.410, 7.408],
  "spin_multiplicity": 1,
  "e_homo_ev": [-7.48, -7.48],
  "symbols": ["C", "C", "C", "C", "N", "N", "O", "O", "S", "H", "H", "H", "H", "H", "H", "H", "H"],
  "positions_angstrom": [[1.469, 0.080, -0.495], [-0.247, -0.601, 1.031], [-1.120, 0.515, 0.428], [0.496, 0.684, -1.293], [1.228, -0.431, 0.798], [-0.779, 0.911, -0.913], [2.027, -2.628, -0.447], [0.220, -2.420, -2.071], [1.584, -2.167, -1.731], [2.598, 0.050, -0.708], [-0.158, -0.708, 2.107], [-0.618, -1.411, 0.513], [-2.094, 0.192, 0.253], [-0.962, 1.366, 1.112], [0.707, 1.009, -2.364], [1.525, -1.361, 1.016], [-1.537, 1.096, -1.491]],
  "mulliken_charge": [-0.633, -0.541, -0.698, -0.166, -0.404, -0.115, -0.479, -0.429, 0.716, 0.453, 0.388, 0.318, 0.430, 0.231, 0.330, 0.377, 0.222]
}



Record 3
{
  "formula": "C14H30N9S2Ti",
  "method": "ωB97M-V/def2-TZVPD",
  "e_tot_ev": -73190.881,
  "homo_lumo_gap_ev": [7.007, 7.010],
  "charge": 2,
  "spin_multiplicity": 2,
  "e_homo_ev": [-13.84, -13.85],
  "symbols": ["Ti", "N", "C", "C", "N", "C", "C", "N", "C", "C", "N", "H", "H", "H", "H", "H", "H", "H", "H", "H", "H", "H", "H", "H", "H", "H", "H", "H", "H", "C", "S", "C", "S", "N", "N", "C", "C", "C", "C", "C", "C", "N", "H", "H", "H", "H", "H", "H", "H", "H", "N", "N", "H", "H", "H", "H"],
  "positions_angstrom": [[0.243, 0.147, 0.401], [0.733, -0.222, -1.792], [0.193, 0.823, -2.685], [0.396, 2.177, -2.032], [-0.022, 2.193, -0.602], [0.811, 3.170, 0.150], [2.207, 2.630, 0.382], [2.122, 1.267, 0.973], [-1.452, 2.582, -0.478], [-2.365, 1.452, -0.923], [-1.837, 0.148, -0.435], [1.741, -0.264, -1.917], [0.386, -1.138, -2.114], [-0.856, 0.603, -2.863], [0.686, 0.816, -3.659], [-0.127, 2.963, -2.583], [1.458, 2.418, -2.077], [0.320, 3.351, 1.106], [0.859, 4.127, -0.379], [2.763, 3.311, 1.027], [2.765, 2.552, -0.550], [1.968, 1.350, 1.978], [3.031, 0.819, 0.895], [-1.648, 3.489, -1.058], [-1.635, 2.806, 0.570], [-2.454, 1.417, -2.007], [-3.369, 1.629, -0.540], [-1.999, -0.584, -1.137], [-2.394, -0.157, 0.364], [-3.089, 1.886, 4.279], [-3.321, 0.202, 3.686], [-1.902, -0.109, 2.744], [-0.675, 1.108, 2.470], [-1.832, -1.314, 2.255], [-0.666, -1.499, 1.543], [-0.101, -2.637, 1.648], [1.205, -2.781, 1.009], [1.908, -3.973, 1.036], [3.171, -4.017, 0.461], [3.682, -2.865, -0.111], [2.911, -1.715, -0.088], [1.693, -1.653, 0.455], [-3.958, 2.071, 4.908], [-3.077, 2.604, 3.465], [-2.190, 1.970, 4.884], [-0.535, -3.426, 2.255], [1.476, -4.844, 1.508], [3.746, -4.933, 0.468], [4.664, -2.844, -0.561], [3.300, -0.801, -0.524], [-0.827, -2.518, -2.980], [-1.948, -2.439, -2.082], [-0.648, -3.477, -3.268], [-1.086, -2.014, -3.821], [-1.675, -2.900, -1.220], [-2.748, -2.958, -2.437]],
  "mulliken_charge": [0.271, -0.156, -0.987, -0.832, 0.605, -0.689, -0.904, -0.368, -0.805, -0.972, -0.179, 0.340, 0.324, 0.230, 0.591, 0.293, 0.370, 0.502, 0.352, 0.511, 0.405, 0.293, 0.317, 0.450, 0.484, 0.310, 0.509, 0.157, 0.499, -0.836, 0.050, 0.449, -0.449, -1.559, 1.293, -0.685, 0.785, -0.897, -0.399, -1.291, 0.024, 0.499, 0.387, 0.279, 0.329, 0.439, 0.491, 0.455, 0.445, 0.546, -0.648, -0.537, 0.256, 0.233, 0.147, 0.270]
}